Record 1
# C75H165N12O10P

A 10-piece molecular cluster, C75H165N12O10P overall in a non-equilibrium geometry (the ωB97M-V functional and the def2-TZVPD basis, the OMol25 dataset).

```
263
C75H165N12O10P | the OMol25 dataset | the ωB97M-V functional and the def2-TZVPD basis
C 13.09 21.44 -10.67
N 11.99 21.33 -9.74
C 11.16 20.13 -9.86
P 11.27 22.69 -9.12
O 10.28 22.43 -8.08
N 12.61 23.56 -8.66
C 13.46 22.88 -7.68
C 12.37 24.96 -8.31
N 10.65 23.61 -10.35
C 9.19 23.67 -10.48
C 11.41 24.13 -11.46
H 13.81 22.18 -10.33
H 12.76 21.79 -11.67
H 13.57 20.48 -10.84
H 11.66 19.38 -10.49
H 10.17 20.34 -10.27
H 11.04 19.64 -8.89
H 12.97 22.84 -6.70
H 13.71 21.86 -7.98
H 14.41 23.40 -7.63
H 11.55 25.06 -7.59
H 13.30 25.34 -7.88
H 12.10 25.54 -9.19
H 8.89 23.86 -11.52
H 8.72 22.76 -10.13
H 8.79 24.52 -9.92
H 10.98 25.09 -11.74
H 11.38 23.48 -12.34
H 12.44 24.33 -11.17
C 11.64 28.07 -22.54
C 12.02 29.46 -22.03
C 11.89 30.48 -23.17
C 11.02 29.92 -20.94
C 11.37 29.34 -19.58
C 12.78 29.74 -19.19
C 13.83 29.24 -20.18
C 15.12 29.98 -19.87
C 14.10 27.74 -19.99
N 13.37 29.56 -21.52
O 14.35 29.40 -22.50
H 11.91 27.27 -21.85
H 10.57 28.02 -22.74
H 12.20 27.83 -23.45
H 12.39 30.12 -24.07
H 10.87 30.69 -23.50
H 12.38 31.41 -22.89
H 11.04 31.00 -20.82
H 10.06 29.52 -21.27
H 10.68 29.78 -18.85
H 11.25 28.25 -19.54
H 12.97 29.36 -18.19
H 12.83 30.83 -19.16
H 14.97 31.07 -19.91
H 15.93 29.75 -20.56
H 15.46 29.82 -18.85
H 14.91 27.44 -20.65
H 13.23 27.14 -20.28
H 14.27 27.51 -18.94
H 14.42 28.45 -22.71
C 11.39 21.22 -21.89
C 12.73 21.43 -22.59
C 13.51 20.10 -22.57
C 12.53 21.76 -24.06
C 11.98 23.18 -24.24
C 12.90 24.19 -23.59
C 13.21 23.86 -22.12
C 14.45 24.70 -21.82
C 12.04 24.28 -21.22
N 13.59 22.47 -22.01
O 13.98 22.14 -20.67
H 10.72 22.05 -22.09
H 10.97 20.26 -22.17
H 11.55 21.20 -20.81
H 14.54 20.35 -22.86
H 13.58 19.72 -21.55
H 13.13 19.39 -23.29
H 13.41 21.62 -24.69
H 11.72 21.14 -24.46
H 11.83 23.40 -25.31
H 10.93 23.22 -23.91
H 12.54 25.22 -23.64
H 13.84 24.14 -24.15
H 14.73 24.57 -20.76
H 14.37 25.78 -21.97
H 15.27 24.35 -22.44
H 11.05 24.09 -21.63
H 12.11 25.34 -20.97
H 12.13 23.76 -20.25
H 14.83 21.72 -20.80
C 6.68 30.28 -12.98
C 7.02 29.97 -14.44
C 5.79 29.41 -15.15
C 7.37 31.28 -15.17
C 8.81 31.73 -14.92
C 9.73 30.64 -15.43
C 9.52 29.37 -14.64
C 10.20 28.25 -15.43
C 10.16 29.43 -13.25
N 8.10 29.03 -14.61
O 7.89 27.82 -13.92
H 5.73 29.85 -12.67
H 7.38 29.86 -12.26
H 6.55 31.35 -12.81
H 5.62 28.37 -14.85
H 4.87 29.94 -14.90
H 5.90 29.43 -16.24
H 7.22 31.13 -16.24
H 6.73 32.10 -14.83
H 9.03 32.64 -15.50
H 8.97 32.02 -13.88
H 10.78 30.93 -15.34
H 9.54 30.46 -16.49
H 11.25 28.45 -15.66
H 9.66 28.20 -16.38
H 10.18 27.26 -14.99
H 9.50 29.92 -12.53
H 11.12 29.95 -13.20
H 10.29 28.42 -12.87
H 7.67 27.18 -14.60
C 6.68 25.79 -16.64
C 6.32 25.35 -18.09
C 6.21 23.85 -18.08
C 4.98 25.99 -18.41
C 5.11 27.46 -18.83
C 6.07 27.51 -19.99
C 7.47 27.06 -19.64
C 8.23 26.91 -20.94
C 8.18 28.11 -18.75
N 7.37 25.77 -18.98
O 8.61 25.11 -18.78
H 5.91 25.46 -15.93
H 7.60 25.29 -16.32
H 6.87 26.86 -16.48
H 7.16 23.37 -17.87
H 5.32 23.51 -17.55
H 6.08 23.53 -19.13
H 4.47 25.43 -19.20
H 4.40 25.90 -17.50
H 4.10 27.78 -19.07
H 5.39 28.08 -17.97
H 6.13 28.54 -20.35
H 5.64 26.93 -20.81
H 9.27 26.63 -20.77
H 8.18 27.81 -21.57
H 7.77 26.12 -21.54
H 8.70 28.82 -19.39
H 8.99 27.58 -18.22
H 7.49 28.56 -18.04
H 8.86 25.36 -17.88
C 9.26 20.93 -14.19
C 9.62 19.46 -14.41
C 10.24 18.84 -13.15
C 8.32 18.72 -14.70
C 8.46 17.31 -15.27
C 9.30 17.43 -16.53
C 10.67 18.06 -16.25
C 11.52 17.08 -15.41
C 11.33 18.30 -17.58
N 10.46 19.35 -15.59
O 11.65 20.14 -15.54
H 10.17 21.54 -14.14
H 8.64 21.32 -14.99
H 8.78 21.12 -13.22
H 11.25 19.22 -12.92
H 9.64 19.02 -12.26
H 10.27 17.75 -13.19
H 7.65 18.80 -13.83
H 7.74 19.31 -15.43
H 8.90 16.62 -14.55
H 7.45 16.99 -15.52
H 8.76 18.05 -17.25
H 9.49 16.46 -16.99
H 12.16 16.47 -16.06
H 10.97 16.41 -14.77
H 12.26 17.64 -14.82
H 11.39 17.37 -18.16
H 12.37 18.62 -17.49
H 10.74 18.99 -18.18
H 12.13 19.81 -14.77
C 17.73 28.18 -15.95
C 17.81 26.83 -15.22
C 18.86 25.97 -15.91
C 18.23 27.02 -13.76
C 17.13 27.65 -12.90
C 15.87 26.80 -13.00
C 15.42 26.55 -14.45
C 14.37 25.46 -14.37
C 14.73 27.84 -14.95
N 16.54 26.11 -15.23
O 16.12 25.67 -16.51
H 17.41 27.93 -16.97
H 17.02 28.87 -15.54
H 18.71 28.63 -16.11
H 18.60 25.70 -16.93
H 19.82 26.50 -15.88
H 19.00 25.07 -15.31
H 18.43 26.04 -13.31
H 19.11 27.66 -13.80
H 17.43 27.64 -11.85
H 17.00 28.69 -13.19
H 15.03 27.28 -12.49
H 16.03 25.83 -12.52
H 13.66 25.60 -13.55
H 14.81 24.47 -14.17
H 13.92 25.33 -15.35
H 13.66 27.80 -14.75
H 14.82 27.88 -16.04
H 15.15 28.74 -14.51
H 16.44 24.77 -16.56
C 20.05 18.72 -17.66
C 19.77 20.07 -17.00
C 20.59 20.14 -15.67
C 20.34 21.09 -17.98
C 19.87 22.53 -17.78
C 18.35 22.57 -17.58
C 17.87 21.63 -16.47
C 18.28 22.18 -15.10
C 16.34 21.64 -16.56
N 18.36 20.31 -16.79
O 17.79 19.31 -15.95
H 19.55 18.69 -18.63
H 21.12 18.57 -17.76
H 19.62 17.85 -17.15
H 19.96 20.17 -14.79
H 21.25 19.26 -15.60
H 21.34 20.94 -15.66
H 21.43 21.13 -17.82
H 20.29 20.82 -19.03
H 20.36 23.07 -16.97
H 20.05 23.10 -18.70
H 17.88 22.36 -18.55
H 18.07 23.59 -17.29
H 19.34 22.39 -15.02
H 18.05 21.37 -14.40
H 17.65 23.02 -14.80
H 15.89 21.11 -15.72
H 16.09 21.13 -17.49
H 15.97 22.67 -16.55
H 17.34 18.74 -16.58
C 9.49 21.78 -18.76
N 8.42 21.20 -19.53
C 8.02 19.85 -19.25
C 7.88 21.87 -20.58
O 6.98 21.45 -21.28
H 10.47 21.30 -18.94
H 9.32 21.63 -17.69
H 9.62 22.84 -18.98
H 7.72 19.77 -18.20
H 7.13 19.60 -19.82
H 8.87 19.18 -19.43
H 8.32 22.88 -20.68
C 12.45 25.53 -17.77
N 11.95 24.35 -17.12
C 12.84 23.20 -17.11
C 10.83 24.32 -16.39
O 10.01 25.22 -16.35
H 13.46 25.85 -17.48
H 11.78 26.37 -17.60
H 12.44 25.29 -18.83
H 13.36 23.09 -18.07
H 13.68 23.36 -16.42
H 12.35 22.27 -16.85
H 10.73 23.37 -15.85
```

Values from the calculation:
Net charge   0
Spin multiplicity   1
Frontier orbital gap   0.2826 Ha
Structure (SMILES)   CN(C)P(=O)(N(C)C)N(C)C.CC1(C)CCCC(C)(C)N1O.CC1(C)CCCC(C)(C)N1O.CC1(C)CCCC(C)(C)N1O.CC1(C)CCCC(C)(C)N1O.CC1(C)CCCC(C)(C)N1O.CC1(C)CCCC(C)(C)N1O.CC1(C)CCCC(C)(C)N1O.CN(C)C=O.CN(C)C=O
E_tot   -128090.816 eV

Atomic partial charges in e from the Mulliken method, atoms 1 to 4: -0.850, 0.310, -1.024, 0.128

Record 2
# C2H9N4O

A 2-piece molecular cluster, C2H9N4O overall in a non-equilibrium geometry (the ωB97M-V functional and the def2-TZVPD basis, the OMol25 dataset).

```
16
C2H9N4O | the OMol25 dataset | the ωB97M-V functional and the def2-TZVPD basis
N -1.18 2.48 -2.21
C -0.39 1.89 -1.10
O 0.33 0.82 -1.48
H -1.64 1.70 -2.68
H -0.55 2.88 -2.89
H 0.18 2.74 -0.67
H -1.10 1.64 -0.28
N 0.35 -2.52 1.92
C 0.33 -1.26 1.28
N 0.33 -1.28 -0.07
N 0.33 -0.15 1.97
H 0.75 -2.51 2.85
H 0.71 -3.30 1.37
H 0.14 -2.18 -0.48
H 0.38 -0.26 -0.67
H 0.18 -0.42 2.94
```

Values from the calculation:
Net charge   -2
Spin multiplicity   2
Frontier orbital gap (spin up / spin down)   0.1027 / 0.2655 Ha
Energy relative to the best compared isomer or geometry (same formula, charge and spin)   0.0000 eV
E_tot   -10224.196 eV

Atomic partial charges in e from the natural (NBO) method, atoms 1 to 4: -0.904, 0.117, -0.906, 0.335

Record 3
# C5H8N2

One molecule with the formula C5H8N2 (the ωB97M-V functional and the def2-TZVPD basis, the OMol25 dataset).

```
15
C5H8N2 | the OMol25 dataset | the ωB97M-V functional and the def2-TZVPD basis
C 0.94 1.46 -1.29
C 1.28 0.39 -0.30
N 0.30 -0.36 0.21
C -0.94 0.19 0.83
C -1.72 -1.06 1.08
N -0.99 -2.11 0.86
C 0.23 -1.70 0.40
H 1.56 2.36 -1.21
H 1.07 1.06 -2.31
H -0.11 1.76 -1.22
H -1.43 0.95 0.22
H 2.24 -0.12 -0.37
H -0.62 0.65 1.77
H -2.77 -1.11 1.35
H 0.98 -2.36 -0.01
```

Values from the calculation:
Net charge   0
Spin multiplicity   1
Frontier orbital gap (spin up / spin down)   0.2700 / 0.2600 Ha
Energy relative to the best compared isomer or geometry (same formula, charge and spin)   2.9509 eV
E_tot   -8292.045 eV

Atomic partial charges in e from the natural (NBO) method, atoms 1 to 4: -0.650, -0.087, -0.282, -0.297